Molecular formula: C21H17KN4O2S3
Method: DFT, the ωB97M-V functional and the def2-TZVPD basis

Atoms and positions in Å:
K -0.24 0.57 0.53
C 2.94 0.06 -0.78
O 1.87 -0.77 -0.30
C 2.10 -2.06 -0.02
C 3.32 -2.69 -0.28
C 3.50 -4.04 -0.01
C 2.47 -4.78 0.53
C 1.25 -4.17 0.81
C 1.05 -2.81 0.56
N -0.19 -2.16 0.85
N -0.98 -2.90 1.50
C -2.24 -2.48 1.84
C -2.92 -1.31 1.33
O -2.43 -0.46 0.55
C -4.31 -1.15 1.74
C -4.94 -2.01 2.57
C -4.27 -3.15 3.10
C -4.93 -4.03 3.97
C -4.30 -5.14 4.49
C -2.97 -5.37 4.13
C -2.30 -4.53 3.28
C -2.93 -3.39 2.73
H 3.27 -0.31 -1.75
H 3.75 0.09 -0.05
H 2.53 1.07 -0.86
H 4.13 -2.11 -0.71
H 4.45 -4.50 -0.23
H 2.60 -5.84 0.73
H 0.43 -4.73 1.23
H -4.80 -0.28 1.33
H -5.97 -1.84 2.85
H -5.97 -3.82 4.23
H -4.82 -5.81 5.17
H -2.44 -6.23 4.54
H -1.27 -4.72 3.03
S 2.51 3.76 -0.93
C 1.38 3.42 0.30
S 1.86 2.55 1.70
S -0.27 3.93 0.16
N -0.23 2.28 -2.59
C -1.34 1.53 -2.86
C -0.98 0.69 -3.87
N 0.32 0.92 -4.25
C 0.74 1.88 -3.44
H -0.15 3.00 -1.85
H -2.25 1.64 -2.29
H -1.59 -0.07 -4.35
H 1.72 2.32 -3.41

## Properties
Electronic energy in a.u.: -2974.55068
Total charge: -2
HOMO-LUMO gap in Eh: 0.175

Atom charges from the Mulliken analysis, given in e for atoms 1 to 8: atom 1 (K): 0.683, atom 2 (C): -0.333, atom 3 (O): 0.131, atom 4 (C): 0.419, atom 5 (C): -0.760, atom 6 (C): -0.537, atom 7 (C): -0.883, atom 8 (C): -0.017